# 1
Computed, not measured: the molecule C9H6O2 in a non-equilibrium geometry, with ωB97M-V with the def2-TZVPD basis set.

The calculation puts the energy above the lowest of the compared OMol25 structures with the same formula, charge and spin at 4.435 eV. The calculation puts the HOMO-LUMO gap (alpha / beta) at 7.69 / 7.69 eV. Its LUMO energy (alpha / beta) is -0.093 / -0.093 eV. The value obtained for the HOMO energy (alpha / beta) is -7.8 / -7.8 eV.

```
! RIJCOSX wB97M-V def2-TZVPD def2/J DEFGRID3
* xyz 0 1
C -0.23 -0.42 -2.30
C -0.80 -0.76 -1.13
C 0.92 0.45 -2.52
C -0.32 -0.50 0.22
C 1.18 1.55 -1.89
C 1.09 -0.63 0.50
C -1.21 -0.27 1.24
C -0.72 0.03 2.52
C 0.63 0.01 2.71
O 1.41 2.56 -1.37
O 1.45 -0.36 1.74
H -0.67 -0.79 -3.21
H -1.73 -1.31 -1.18
H 1.56 0.20 -3.36
H -2.28 -0.30 1.08
H -1.39 0.29 3.33
H 1.13 0.26 3.63
*
```

Löwdin population analysis, charges in e, atoms 1 to 8: -0.10, -0.09, -0.10, -0.24, -0.19, 0.01, -0.01, -0.05

---

# 2
Computed, not measured: a structure of composition C30H37F5MoNO5SbSe, with ωB97M-V with the def2-TZVPD basis set.

The calculation puts the energy above the lowest of the compared OMol25 structures with the same formula, charge and spin at 0.000 eV. The calculation puts the HOMO-LUMO gap (alpha / beta) at 6.97 / 8.07 eV. Its LUMO energy (alpha / beta) is -1.066 / -0.585 eV. The value obtained for the HOMO energy (alpha / beta) is -8.0 / -8.7 eV.

```
! RIJCOSX wB97M-V def2-TZVPD def2/J DEFGRID3
* xyz 0 3
Mo -0.34 0.82 0.99
F 2.02 2.25 -5.34
C 1.48 1.71 -4.25
C 2.06 1.92 -3.00
F 3.15 2.67 -2.89
C 1.49 1.35 -1.89
F 2.05 1.57 -0.68
C 0.34 0.56 -1.94
O -0.20 0.03 -0.85
C -0.21 0.37 -3.20
F -1.30 -0.40 -3.34
C 0.34 0.93 -4.34
F -0.22 0.71 -5.53
O -0.53 2.60 -0.09
Se -0.47 3.62 1.29
O -1.66 4.69 1.31
O -0.85 2.26 2.30
O 1.02 4.11 1.58
C 1.86 -4.60 1.06
C 1.02 -3.93 0.18
C 0.65 -2.61 0.42
C 1.12 -1.95 1.55
C 1.98 -2.62 2.42
C 2.33 -3.94 2.18
N 0.74 -0.60 1.78
C 1.41 0.13 2.83
C 2.36 1.08 2.49
C 2.87 1.93 3.47
C 2.48 1.78 4.79
C 1.56 0.79 5.14
C 1.01 -0.02 4.16
H 2.14 -5.63 0.87
H 0.65 -4.42 -0.71
H 0.02 -2.09 -0.28
H 2.37 -2.11 3.29
H 3.00 -4.44 2.86
H 2.68 1.17 1.46
H 3.57 2.70 3.19
H 2.88 2.44 5.55
H 1.25 0.68 6.17
H 0.28 -0.78 4.41
C -2.58 -2.71 1.79
C -3.42 -1.93 0.78
C -4.87 -2.37 0.89
C -2.92 -2.18 -0.65
Sb -3.05 0.19 1.20
C -4.19 1.41 -0.24
C -4.27 2.85 0.24
C -3.38 1.36 -1.53
C -5.59 0.85 -0.45
C -3.69 0.54 3.28
C -4.92 -0.30 3.63
C -4.00 2.02 3.49
C -2.51 0.13 4.16
H -2.62 -3.77 1.55
H -2.97 -2.59 2.80
H -1.53 -2.41 1.78
H -4.93 -3.41 0.55
H -5.54 -1.79 0.26
H -5.24 -2.34 1.91
H -2.84 -3.27 -0.81
H -1.95 -1.74 -0.86
H -3.63 -1.80 -1.38
H -3.30 3.28 0.51
H -4.95 2.98 1.08
H -4.66 3.46 -0.59
H -2.39 1.81 -1.40
H -3.91 1.95 -2.29
H -3.26 0.35 -1.92
H -6.15 0.75 0.48
H -5.57 -0.12 -0.95
H -6.14 1.54 -1.10
H -5.75 -0.13 2.95
H -5.25 -0.03 4.64
H -4.69 -1.37 3.64
H -4.94 2.30 3.02
H -3.21 2.67 3.13
H -4.11 2.19 4.57
H -2.21 -0.90 3.99
H -2.82 0.22 5.21
H -1.66 0.79 4.01
*
```

Löwdin population analysis, charges in e, atoms 1 to 8: 1.53, 0.12, -0.14, -0.14, 0.13, -0.15, 0.08, -0.27

---

# 3
Computed, not measured: a cluster of 2 separate species, C4H12N2 in total in a non-equilibrium geometry, with ωB97M-V with the def2-TZVPD basis set.

The calculation puts the energy above the lowest of the compared OMol25 structures with the same formula, charge and spin at 2.246 eV. The calculation puts the HOMO-LUMO gap at 8.93 eV. Its LUMO energy is 0.978 eV. The value obtained for the HOMO energy is -8.0 eV.

```
! RIJCOSX wB97M-V def2-TZVPD def2/J DEFGRID3
* xyz 0 1
C 2.59 2.08 1.08
C 1.45 1.37 1.11
N 1.34 0.08 1.64
H 3.43 1.78 0.47
H 2.53 3.17 1.02
H 0.47 1.71 0.78
H 1.00 -0.47 0.85
H 2.21 -0.20 2.09
C -1.30 -1.61 -1.75
C -1.86 -1.12 -0.44
N -1.18 0.09 0.00
H -1.42 -0.92 -2.58
H -1.70 -2.56 -2.09
H -0.22 -1.79 -1.70
H -1.77 -1.95 0.27
H -2.94 -0.95 -0.58
H -0.95 0.63 -0.83
H -1.69 0.65 0.67
*
```

Löwdin population analysis, charges in e, atoms 1 to 8: -0.06, -0.32, 0.04, 0.04, 0.02, 0.07, 0.06, 0.07

---

# 4
Computed, not measured: a structure of composition C18H20BN7O6V, with ωB97M-V with the def2-TZVPD basis set.

The calculation puts the HOMO-LUMO gap (alpha / beta) at 7.52 / 8.14 eV. Its LUMO energy (alpha / beta) is -4.725 / -4.102 eV. The value obtained for the HOMO energy (alpha / beta) is -12.2 / -12.2 eV.

```
! RIJCOSX wB97M-V def2-TZVPD def2/J DEFGRID3
* xyz 1 3
V 0.31 0.24 1.37
B 3.38 2.10 1.23
N 3.31 0.53 1.03
C 4.39 -0.20 0.85
C 4.06 -1.56 0.87
C 2.70 -1.57 1.07
N 2.24 -0.30 1.17
N 1.94 2.74 1.22
C 1.71 4.03 1.07
C 0.39 4.32 1.42
C -0.14 3.11 1.78
N 0.80 2.14 1.67
H 3.89 2.31 2.29
H 3.98 2.56 0.30
H 5.35 0.28 0.73
H 4.72 -2.40 0.75
H 2.02 -2.40 1.15
H 2.51 4.68 0.74
H -0.10 5.28 1.40
H -1.13 2.86 2.11
O -2.77 -0.37 -0.88
C -1.77 0.28 -0.89
O -1.08 0.46 0.28
C -1.14 0.89 -2.09
C 0.04 1.62 -2.02
C 0.56 2.14 -3.20
C -0.04 1.97 -4.43
C -1.21 1.23 -4.44
C -1.78 0.69 -3.31
N -1.89 1.02 -5.75
O -2.85 0.27 -5.75
O -1.43 1.60 -6.70
N 1.81 2.92 -3.12
O 2.36 2.98 -2.03
O 2.22 3.43 -4.14
H 0.56 1.83 -1.10
H 0.37 2.39 -5.33
H -2.69 0.11 -3.38
C -1.73 -4.60 3.19
C -2.24 -3.50 2.26
C -2.55 -4.05 0.86
C -3.46 -2.78 2.85
C -1.18 -2.49 2.10
N -0.36 -1.69 1.97
H -2.53 -5.32 3.34
H -1.44 -4.20 4.16
H -0.88 -5.13 2.76
H -3.40 -4.73 0.95
H -1.71 -4.60 0.45
H -2.82 -3.25 0.17
H -4.26 -3.51 2.95
H -3.80 -1.98 2.20
H -3.24 -2.37 3.84
*
```

Löwdin population analysis, charges in e, atoms 1 to 8: 1.15, -0.35, -0.05, -0.04, -0.02, -0.13, -0.10, -0.06